Density functional theory data (the ωB97M-V functional and the def2-TZVPD basis) for the molecule C23H23N3O4S.

Each line ends with the Löwdin charge.
CARTESIAN COORDINATES (ANGSTROEM)
C -0.156090 -0.175867 3.248495  0.002
C -0.434529 -0.516659 1.822785  -0.230
C 0.457516 -0.535004 0.807701  -0.048
C 1.880588 -0.169295 1.009550  -0.402
O 2.454700 -0.311156 2.073657  0.067
N 2.480235 0.367140 -0.097368  0.137
C 3.802649 0.789533 -0.262420  -0.218
C 4.800594 0.561812 0.679851  -0.012
C 6.088490 1.001780 0.433501  -0.080
C 6.399498 1.666497 -0.740205  -0.101
C 5.407381 1.892043 -1.680049  -0.092
C 4.117877 1.457378 -1.445229  -0.035
C 0.016839 -1.126126 -0.522275  -0.135
C 0.233930 -2.612324 -0.479343  -0.233
C 1.035951 -3.426773 -1.222934  -0.004
C 0.838039 -4.736793 -0.722159  -0.054
C -0.066783 -4.617230 0.284603  -0.107
O -0.438960 -3.335996 0.440409  0.061
C -1.454580 -0.832068 -0.762408  -0.191
C -1.850218 -0.739384 -2.095790  -0.215
N -2.120229 -0.662307 -3.212218  0.183
C -2.281816 -0.738595 0.302608  -0.495
S -4.045917 -0.533534 0.267471  1.019
C -4.300784 0.804298 -0.947321  -0.321
C -3.678542 2.093743 -0.454988  -0.555
O -4.309371 3.062402 -0.129190  0.122
O -2.352047 2.004086 -0.433797  -0.008
C -1.607035 3.161833 -0.005961  -0.375
C -1.622347 3.264977 1.513981  -0.015
C -0.197374 2.993493 -0.551494  -0.022
N -1.768091 -0.777320 1.567609  0.075
H -0.873068 0.554864 3.622849  0.083
H -0.245124 -1.080098 3.850378  0.101
H 0.854748 0.200062 3.365155  0.075
H 1.896073 0.555558 -0.899648  0.119
H 4.562478 0.047283 1.594936  0.099
H 6.856880 0.820235 1.170080  0.104
H 7.407407 2.006473 -0.923695  0.099
H 5.637575 2.408018 -2.600443  0.102
H 3.345492 1.634139 -2.182127  0.108
H 0.594221 -0.750600 -1.371747  0.144
H 1.683205 -3.133769 -2.024124  0.113
H 1.306261 -5.635083 -1.067720  0.101
H -0.511851 -5.338405 0.940644  0.120
H -3.879793 0.500151 -1.904224  0.060
H -5.380865 0.922056 -1.018228  0.093
H -2.093315 4.044393 -0.439974  0.149
H -1.153809 2.385710 1.950196  0.068
H -2.644785 3.347982 1.874644  0.084
H -1.070856 4.147612 1.824072  0.090
H 0.380039 3.894269 -0.366361  0.090
H 0.286706 2.155322 -0.055787  0.060
H -0.230885 2.805525 -1.621769  0.088
H -2.419777 -0.726969 2.336907  0.135

Atoms 1-2, force components in eV/Å:
C 0.1 0.0 0.1
C 0.5 0.2 -0.1

- LUMO energy: 0.0 eV
- SMILES: CC1=C(C(=O)Nc2ccccc2)[C@@H](c2ccco2)C(C#N)=C(SCC(=O)OC(C)C)N1
- 2S+1: 1
- Frontier orbital gap: 0.30900 Eh
- Relative energy (zero: lowest compared OMol25 entry of this formula, charge and spin): 26.6 kcal/mol